[1]
C37H39Cl2N8O7S3Ta | ωB97M-V/def2-TZVPD

Structure (XYZ):
```
97
Properties=species:S:1:pos:R:3:forces:R:3:lowdin_charge:R:1
Ta 0.48714 -0.38575 0.45507 -0.7 0.8 0.9 1.40
S -0.70051 1.25542 1.80086 0.1 -0.2 0.1 0.65
C -1.49166 2.26704 0.59985 0.0 0.1 0.1 -0.73
N -2.12553 3.31432 1.09669 -0.1 -0.1 -0.2 0.08
N -2.70430 4.24985 0.43399 0.0 0.1 0.1 0.06
C -2.59775 4.72395 -0.91414 -0.1 -0.1 0.0 -0.22
C -1.39281 4.75468 -1.60114 0.0 0.0 0.0 -0.05
C -1.34915 5.35719 -2.84669 0.0 0.0 0.0 -0.07
C -2.49402 5.91485 -3.40519 0.0 0.0 0.0 -0.06
C -3.68786 5.89273 -2.70032 0.0 0.0 0.0 -0.05
C -3.74000 5.30590 -1.44537 0.0 -0.1 -0.1 -0.01
N -1.54851 1.90115 -0.68641 -0.2 -0.1 0.1 0.05
N -1.05057 0.76730 -0.97025 0.4 0.1 0.0 -0.06
C -1.11628 0.44593 -2.36695 0.0 -0.1 0.1 -0.19
C -1.35408 1.36915 -3.30492 0.0 0.1 0.0 0.03
C -1.27649 1.06718 -4.73254 0.0 0.1 0.1 -0.03
C -0.75605 -0.07729 -5.16589 0.0 0.0 0.0 0.02
C -0.33560 -1.09962 -4.17231 0.1 0.0 0.0 -0.18
C -0.84107 -0.98588 -2.73274 -0.1 0.0 0.1 -0.08
H -3.26097 4.84036 1.04119 0.1 0.0 0.0 0.17
H -0.49303 4.34871 -1.16090 0.0 -0.1 0.0 0.11
H -0.40949 5.40364 -3.38122 0.0 0.0 0.0 0.11
H -2.44979 6.37984 -4.38011 0.0 0.0 0.0 0.12
H -4.57836 6.33963 -3.11909 0.0 0.0 0.0 0.12
H -4.66540 5.29919 -0.88271 0.0 0.0 0.0 0.12
H -1.56833 2.38420 -3.00222 0.0 0.1 0.0 0.10
H -1.60618 1.82405 -5.43146 0.0 0.0 0.0 0.12
H -0.65556 -0.30240 -6.21815 0.0 0.0 0.0 0.13
H -0.44896 -2.10746 -4.57369 0.0 0.0 0.0 0.16
H -1.62317 -1.66786 -2.39578 0.0 0.0 -0.1 0.14
O 2.00053 -3.08573 -5.08997 -0.2 0.1 0.1 0.14
C 1.55028 -4.11062 -4.35895 0.5 0.0 0.1 -0.49
O 1.42870 -5.20854 -4.81847 -0.1 0.0 0.0 0.15
C 1.32106 -3.88196 -2.89424 -0.2 0.0 0.0 -0.03
C 1.46705 -4.92708 -2.00531 0.0 0.0 0.0 0.02
N 1.19016 -4.45006 -0.78399 0.0 0.1 0.0 0.04
N 0.85672 -3.15200 -0.80598 0.0 0.0 0.0 0.05
C 0.93090 -2.79267 -2.07886 0.0 0.1 0.1 -0.14
C 0.60394 -1.34361 -2.36933 0.1 -0.2 0.2 -0.46
O 1.05384 -0.94172 -3.66072 0.0 -0.1 -0.1 0.02
O 1.12130 -0.57289 -1.33381 0.2 -0.4 -0.9 -0.35
H 1.99782 -2.26117 -4.56631 0.0 -0.1 -0.1 0.09
H 1.75214 -5.94909 -2.18954 0.0 0.0 0.0 0.15
H 1.24467 -4.93970 0.09421 0.0 0.0 0.0 0.17
Cl 3.05806 -1.39091 0.46474 0.1 -0.1 0.0 0.84
C 3.41779 -2.05790 2.02939 0.1 0.0 -0.1 -0.61
C 4.61532 -2.72247 2.20863 0.0 0.0 0.1 -0.08
C 4.87854 -3.25394 3.46085 0.0 0.0 0.0 -0.04
C 3.95640 -3.11526 4.48782 0.0 0.0 0.0 -0.08
C 2.76695 -2.43906 4.27353 0.0 0.0 0.1 -0.68
Cl 1.64878 -2.29226 5.58162 0.0 0.0 0.0 0.71
C 2.46693 -1.88569 3.02393 0.0 0.0 0.0 -0.65
S 0.96980 -0.99589 2.78717 -0.1 0.0 -0.2 0.59
H 5.32189 -2.81467 1.39654 0.0 0.0 0.0 0.12
H 5.80662 -3.77839 3.63760 0.0 0.0 0.0 0.12
H 4.15529 -3.52798 5.46652 0.0 0.0 0.0 0.12
C -5.66664 -1.59281 0.18607 0.0 0.0 0.0 -0.10
C -4.66605 -0.64029 0.82665 0.0 0.0 0.0 -0.29
C -3.51602 -1.36900 1.51121 0.0 0.0 0.0 -0.31
S -2.48198 -2.19000 0.27338 -0.1 0.1 -0.1 1.08
O -1.06437 -1.63645 0.55843 0.2 0.0 -0.3 -0.76
C -2.34767 -3.89469 0.82940 0.0 0.0 0.1 -0.30
C -1.40993 -4.12688 2.01211 0.0 0.0 0.0 -0.27
C -1.89844 -3.62717 3.36624 0.0 0.0 0.0 -0.09
H -6.46368 -1.04426 -0.31172 0.0 0.0 0.0 0.09
H -6.12533 -2.24124 0.93400 0.0 0.0 0.0 0.09
H -5.20064 -2.23002 -0.57157 0.0 0.0 0.0 0.07
H -5.15775 -0.03509 1.59010 0.0 0.0 0.0 0.12
H -4.26453 0.05717 0.08585 0.0 0.0 0.0 0.10
H -3.86751 -2.12515 2.21147 0.0 0.0 0.0 0.10
H -2.82603 -0.69486 2.02304 0.0 0.0 0.0 0.07
H -2.01363 -4.43862 -0.05579 0.0 0.0 0.0 0.09
H -3.38310 -4.18621 1.02985 0.0 0.0 0.0 0.11
H -0.44294 -3.67454 1.78131 0.0 0.0 0.0 0.07
H -1.25733 -5.20852 2.05080 0.0 0.0 0.0 0.12
H -1.85115 -2.54007 3.44201 0.0 0.0 0.0 0.06
H -1.26425 -4.02276 4.15808 0.0 0.0 0.0 0.08
H -2.91986 -3.95181 3.57253 0.0 0.0 0.0 0.09
O 1.88455 2.64023 4.09633 0.0 0.0 0.1 -0.06
C 2.62659 3.80217 3.78139 0.0 0.1 0.0 -0.23
N 4.02930 3.55577 3.57473 0.0 0.0 0.0 0.11
C 4.57178 2.94367 2.48619 -0.1 -0.2 0.1 -0.44
O 5.72700 2.59369 2.42281 0.1 0.1 -0.1 0.12
C 3.67538 2.68514 1.29673 0.0 0.0 0.0 -0.09
C 4.01040 3.22856 0.06253 0.0 0.0 -0.1 0.05
C 3.26029 2.88553 -1.04848 0.0 0.0 0.0 0.00
C 2.24513 1.95796 -0.91075 0.0 0.1 0.0 -0.10
N 1.93989 1.40992 0.27474 -0.1 -0.3 -0.2 -0.12
C 2.62421 1.79454 1.36658 0.0 0.1 0.0 -0.11
H 2.04122 2.40007 5.01681 0.0 0.0 0.0 0.10
H 2.53431 4.55544 4.56425 0.0 0.0 0.0 0.14
H 2.18478 4.19602 2.86746 0.0 0.0 0.0 0.13
H 4.67141 3.67620 4.34575 0.0 0.0 0.0 0.16
H 4.85530 3.90012 -0.01930 0.0 0.0 0.0 0.14
H 3.47734 3.29916 -2.02233 0.0 0.0 0.0 0.12
H 1.67084 1.62711 -1.76525 0.0 0.0 0.0 0.11
H 2.31199 1.37322 2.31174 0.0 0.0 0.0 0.07
```
Positions in Å, forces in eV/Å.

Summary:
Frontier orbital gap (spin up / spin down) = 6.14 / 6.09 eV
LUMO energy (spin up / spin down) = -0.2426 / -0.2447 Ha
Total charge = +2
HOMO (spin up / spin down) = -0.4682 / -0.4684 Ha

---

[2]
C37H39EuIN5OP2S | ωB97M-V/def2-TZVPD

Structure (XYZ):
```
87
Properties=species:S:1:pos:R:3:forces:R:3:lowdin_spin:R:1
Eu -1.35650 -1.01010 -0.10729 -1.1 -1.2 -0.4 6.16
N -2.63289 0.56455 -1.88074 0.0 0.1 0.0 0.00
C -3.20906 -0.21846 -2.99021 0.2 -0.2 -0.1 0.00
C -2.19275 -1.22606 -3.50647 -0.1 0.2 0.0 0.00
N -1.84687 -2.18722 -2.43833 -0.2 0.1 -0.1 0.00
H -3.39191 0.95622 -1.33279 0.0 0.0 0.1 0.00
H -2.11521 1.35134 -2.26032 0.1 0.0 0.0 0.00
H -3.53690 0.41708 -3.81644 0.0 0.0 0.0 0.00
H -4.08079 -0.75494 -2.61225 0.0 0.1 0.0 0.00
H -1.28155 -0.69880 -3.79560 0.0 0.0 0.0 0.00
H -2.59385 -1.72385 -4.39359 0.0 0.0 0.0 0.00
H -1.20205 -2.87538 -2.81357 0.1 -0.1 0.1 0.00
H -2.69255 -2.70384 -2.20313 0.0 -0.2 0.1 0.00
C 2.14451 -1.84081 -0.31020 0.1 -0.1 0.0 0.00
N 1.83263 -0.38671 -0.30008 -0.4 0.1 0.0 0.01
P 1.03049 -0.07389 1.25922 1.2 0.9 0.0 0.00
C 2.53398 -0.11925 2.30500 -0.2 -0.2 0.2 0.00
C 2.37538 -0.25132 3.68275 -0.1 0.0 -0.1 0.00
C 3.47641 -0.19980 4.52465 0.0 0.0 0.1 0.00
C 4.74711 -0.03128 3.99640 0.0 0.0 0.0 0.00
C 4.91485 0.08166 2.62329 0.0 0.0 0.0 0.00
C 3.81416 0.04296 1.78070 0.0 0.0 0.0 0.00
C 0.68076 1.72755 1.26699 0.0 -0.1 0.0 0.00
C -0.38699 2.18364 0.49198 0.2 0.0 0.3 0.00
C -0.76395 3.51295 0.50659 -0.1 0.0 -0.2 0.00
C -0.09645 4.41016 1.32831 0.1 0.0 0.0 0.00
C 0.94842 3.96670 2.12369 0.0 0.0 0.0 0.00
C 1.34042 2.63532 2.09105 0.1 0.0 -0.1 0.00
P 0.90664 0.00403 -1.73297 1.6 0.7 -0.5 -0.01
C 2.13121 -0.53124 -3.00151 -0.3 -0.3 0.0 0.00
C 1.72966 -1.20772 -4.14614 0.0 0.0 0.1 0.00
C 2.66736 -1.59357 -5.09697 0.0 0.0 -0.1 0.00
C 4.00879 -1.31739 -4.89987 0.0 0.0 0.0 0.00
C 4.41501 -0.62495 -3.76450 0.0 0.0 0.1 0.00
C 3.48138 -0.22443 -2.82589 0.0 0.0 -0.1 0.00
C 1.22479 1.79355 -2.00064 -0.2 0.0 0.0 0.00
C 0.42983 2.41454 -2.96033 -0.1 -0.1 0.1 0.00
C 0.61524 3.75243 -3.27462 0.0 0.0 -0.1 0.00
C 1.59941 4.48221 -2.62489 0.0 0.0 0.0 0.00
C 2.41531 3.85912 -1.69044 0.1 0.0 0.1 0.00
C 2.24051 2.51863 -1.38801 -0.1 -0.1 0.1 0.00
H 2.70601 -2.09912 0.58647 0.0 0.0 0.0 0.00
H 2.75706 -2.08074 -1.17581 0.0 0.0 0.0 0.00
H 1.24996 -2.47865 -0.32774 0.0 0.0 0.0 0.00
H 1.38186 -0.38280 4.09865 0.0 0.0 0.0 0.00
H 3.34515 -0.28630 5.59544 0.0 0.0 0.0 0.00
H 5.60714 0.01212 4.65158 0.0 0.0 0.0 0.00
H 5.90446 0.20883 2.20359 0.0 0.0 0.0 0.00
H 3.95263 0.14072 0.71260 0.0 0.0 0.0 0.00
H -0.92565 1.48859 -0.14530 -0.1 0.3 -0.1 0.00
H -1.57686 3.85085 -0.12430 0.0 0.0 0.0 0.00
H -0.38864 5.45207 1.34301 0.0 0.0 0.0 0.00
H 1.46677 4.65821 2.77565 0.0 0.0 0.0 0.00
H 2.17584 2.31734 2.70015 0.0 0.0 0.0 0.00
H 0.68181 -1.43495 -4.30455 0.0 0.0 0.0 0.00
H 2.34680 -2.11309 -5.99081 0.0 0.0 0.0 0.00
H 4.74199 -1.63773 -5.62839 0.0 0.0 0.0 0.00
H 5.46078 -0.38958 -3.61381 0.0 0.0 0.0 0.00
H 3.79510 0.33004 -1.95154 0.0 0.0 0.0 0.00
H -0.32830 1.83705 -3.48407 0.0 0.1 0.0 0.00
H 0.00319 4.22297 -4.03343 0.0 0.0 0.0 0.00
H 1.74222 5.52930 -2.85741 0.0 0.0 0.0 0.00
H 3.19738 4.41676 -1.19050 0.0 0.0 0.0 0.00
H 2.88511 2.04208 -0.66203 0.0 0.0 0.1 0.00
O -2.22576 0.22285 1.48460 -0.1 0.2 0.1 -0.01
N -3.31997 -0.02887 2.18695 -0.9 -0.3 0.3 0.00
C -3.47450 0.60055 3.37007 0.2 0.2 0.3 0.01
C -4.58142 0.40662 4.14972 0.1 0.0 -0.1 0.00
C -5.57089 -0.46995 3.69745 0.0 -0.1 -0.2 0.01
C -5.40739 -1.09907 2.48736 0.0 0.1 0.1 0.00
C -4.26718 -0.88074 1.69628 0.1 0.2 0.0 0.01
S -4.04836 -1.59393 0.16066 -0.1 0.0 -0.1 0.00
H -2.65766 1.25608 3.63491 0.0 0.0 0.0 0.00
H -4.67867 0.93782 5.08443 0.1 0.0 0.0 0.00
H -6.46243 -0.64326 4.28490 0.0 0.0 0.0 0.00
H -6.15801 -1.76745 2.09151 0.0 0.0 0.0 0.00
I -3.77878 -5.91397 0.44153 0.2 0.3 0.1 0.00
C -2.69187 -4.40209 1.40858 -0.2 -0.1 0.2 0.03
C -3.05215 -3.97434 2.67259 -1.2 -1.1 -0.7 0.20
C -2.25091 -3.00489 3.26572 1.6 1.3 0.2 0.09
C -1.19500 -2.47091 2.55865 -0.7 -0.3 1.7 0.09
N -0.89038 -2.81939 1.29092 1.2 1.3 0.2 0.19
C -1.61604 -3.82590 0.76290 -0.8 -1.4 -1.6 0.19
H -3.91235 -4.37789 3.18735 0.0 -0.1 0.0 0.01
H -2.45148 -2.67868 4.27755 0.1 0.0 0.0 0.00
H -0.53023 -1.74894 3.01421 -0.1 0.2 0.1 0.00
H -1.28435 -4.20122 -0.19907 0.0 -0.2 0.0 0.02
```
Positions in Å, forces in eV/Å.

Summary:
Spin multiplicity = 8
<S²> = 15.775
Frontier orbital gap (spin up / spin down) = 3.57 / 8.05 eV
LUMO energy (spin up / spin down) = -0.1161 / -0.0793 Ha
Total charge = +1
HOMO (spin up / spin down) = -0.2473 / -0.3751 Ha

---

Record-wise max |F| values, in eV/A: 1.41 2.26
Record-wise relative energy (zero: lowest compared OMol25 entry of this formula, charge and spin) values, in kJ/mol: 344.62 250.51